C40H39ClF4IrN9O4SSe | ωB97M-V with the def2-TZVPD basis set

E_tot = -166117.404 eV
Net charge = +1
Relative energy (zero: lowest compared OMol25 entry of this formula, charge and spin) = 418.53 kJ/mol
Spin multiplicity = 2
Orbital gap (alpha / beta) = 4.04 / 2.96 eV

Positions of all 100 atoms, in Å:
Ir -0.5720 -0.2616 -0.0285
Se 0.8414 2.9312 -1.4356
Cl -7.9582 4.8024 -0.2341
S -1.3476 -2.3516 1.0826
F 5.8458 -1.6707 -1.4872
F 2.0391 -4.0334 -2.8945
F 0.5005 -2.5198 -1.2865
F 4.3711 -0.1730 0.1549
O -7.8211 -3.6193 -0.4347
O -6.8294 -5.4419 -1.1987
O -1.6052 3.0751 -0.8093
O -2.4036 1.1452 -0.0086
N -0.9090 0.0220 -2.3108
N 1.5211 -0.7181 0.4348
N 0.6574 5.6715 -0.5971
N -0.6597 0.8736 -4.3176
N 0.5145 0.3873 -6.3345
N -0.1918 0.8802 2.1533
N 2.5168 4.7179 0.0244
N 1.8359 0.0957 -6.3074
N 2.1050 -0.8059 -7.1427
C -6.7317 -4.3689 -0.6722
C 1.9799 -0.2532 1.7224
C -2.5123 2.3167 -0.4196
C 3.7665 -1.1822 -0.5151
C -2.0048 0.8021 -4.0801
C -6.0727 3.0661 0.5912
C -5.4705 4.5271 -1.2345
C -0.6257 0.0914 3.3042
C -2.1436 0.2719 -2.8380
C -1.4106 -0.5616 -7.6935
C 3.5853 3.7699 0.1826
C -4.2165 3.9499 -1.2730
C -0.0418 1.4097 -5.5048
C -3.1238 -4.2527 0.3437
C 2.5374 6.0034 0.4899
C 4.5366 -1.9218 -1.3979
C 1.2636 1.0321 2.1225
C 3.9892 -2.9135 -2.1951
C 1.3525 4.5166 -0.6368
C -3.9330 -1.9732 0.2737
C -4.3661 -4.6995 -0.0448
C -3.8911 2.9252 -0.3927
C -0.7998 2.2027 2.2347
C 1.3794 6.5938 0.1070
C -0.5646 -2.2157 -9.2621
C 2.6198 -3.1087 -2.1229
C -0.1005 -0.4117 -7.2592
C 1.8394 -2.3514 -1.2721
C -1.6159 -1.4772 -8.7013
C 1.4311 0.1578 -3.1734
C 0.7315 -2.0878 -8.8231
C -6.3941 4.0833 -0.2974
C 0.9639 -1.1775 -7.7937
C 2.3644 -1.3753 -0.3849
C -0.6163 5.9112 -1.2195
C -5.1813 -2.4331 -0.0906
C -2.9005 -2.8816 0.5106
C -5.4154 -3.8010 -0.2455
C -0.0281 0.3786 -3.2290
C -4.8224 2.4833 0.5378
H -0.3539 0.5860 4.2458
H -0.4761 2.7287 3.1421
H -0.7945 1.9751 -6.0664
H 4.5423 4.2464 -0.0273
H 1.6344 -0.8915 -3.3779
H 0.7732 2.0848 -5.2167
H -1.2655 6.4556 -0.5336
H -2.3124 -4.9444 0.5053
H -0.4916 6.4968 -2.1331
H 1.0246 7.5883 0.2845
H -5.7378 5.3163 -1.9186
H 3.4460 2.9402 -0.5095
H -2.2226 0.0131 -7.2738
H -1.0767 4.9516 -1.4529
H -4.5521 -5.7513 -0.2056
H -2.6165 -1.6346 -9.0723
H -0.1804 -0.8979 3.2779
H -4.5545 1.6915 1.2204
H 1.6286 1.3709 3.1027
H -1.8835 2.1128 2.2511
H -3.7421 -0.9137 0.3707
H -1.7048 -0.0330 3.2707
H 1.4925 1.7940 1.3732
H 3.6078 3.3814 1.2017
H 3.0571 -0.0819 1.7598
H 1.5459 -2.6502 -9.2452
H -3.4786 4.2796 -1.9887
H 4.6012 -3.4841 -2.8697
H -5.9594 -1.7090 -0.2892
H -0.5136 2.7918 1.3666
H -2.7194 1.1532 -4.7936
H 1.9529 0.7456 -3.9208
H -6.7984 2.7369 1.3156
H 3.3585 6.4070 1.0455
H 1.7482 -1.0409 2.4511
H -7.6267 -2.7991 0.0362
H 1.8104 0.3980 -2.1831
H -0.7873 -2.8981 -10.0663
H -3.0387 0.0397 -2.3019